# 1
Here is a cluster of 2 separate species, C2HBrF3NO in total from the OMol25 dataset. Energies are from ωB97M-V/def2-TZVPD.

Last column: Mulliken charge in e.
Atoms and positions in Å:
1 C -0.2570 0.2526 -0.2587  -0.252
2 C 0.3633 -0.6219 0.7698  0.808
3 N 0.5744 0.7111 -1.3007  0.063
4 O 0.4265 1.7804 -1.8719  -0.299
5 F 1.1283 0.1285 1.6595  -0.243
6 F -0.4455 -1.3805 1.5429  -0.218
7 F 1.2305 -1.4652 0.2401  -0.234
8 Br -1.5784 1.4198 0.3663  0.005
9 H -1.4423 -0.8248 -1.1474  0.369

Summary:
- Orbital gap: 7.6 eV
- Maximum force: 5.4 eV Å⁻¹


# 2
Here is the ion H2NO4PS with charge -2 from the OMol25 dataset. Energies are from ωB97M-V/def2-TZVPD.

Last column: Mulliken charge in e.
Atoms and positions in Å:
1 N 1.1075 -1.2487 0.5653  -0.807
2 O 1.1361 1.5356 -0.3116  -0.776
3 O -1.0431 1.0565 1.1506  -0.732
4 O -1.2753 1.9112 -1.1305  -0.752
5 O -1.2426 -1.8601 -0.9104  -0.660
6 P -0.3579 1.2572 -0.1529  0.801
7 S -0.0536 -0.9141 -1.0232  0.231
8 H 1.4518 -0.2503 0.6429  0.397
9 H 0.2772 -1.4873 1.1698  0.298

Summary:
- Orbital gap: 6.0 eV
- Net charge: -2
- Maximum force: 2.4 eV Å⁻¹


# 3
Here is the molecule C6H14N2 from the OMol25 dataset. Energies are from ωB97M-V/def2-TZVPD.

Last column: Mulliken charge in e.
Atoms and positions in Å:
1 C -1.9338 0.1358 -1.0481  -0.455
2 C -1.1527 1.3565 -0.5146  -0.789
3 C -0.1273 0.9283 0.4988  -0.890
4 N 2.7742 1.1009 0.3582  -0.522
5 C 2.1723 -0.0985 0.6821  -0.852
6 C 0.7835 -0.1979 0.0001  0.369
7 C 0.1876 -1.5598 0.3002  -1.238
8 N -2.3955 -0.6752 0.0156  -0.660
9 H -1.2079 -0.4034 -1.7020  0.273
10 H -2.6924 0.4502 -1.7579  0.493
11 H -0.6319 1.7719 -1.3795  0.343
12 H -1.8329 2.0940 -0.1082  0.407
13 H 0.4629 1.7862 0.7973  0.534
14 H -0.6221 0.5960 1.4176  0.356
15 H 3.7925 1.0109 0.4090  0.248
16 H 1.9143 -0.1411 1.7658  0.302
17 H 2.7858 -0.9992 0.5147  0.467
18 H 0.3112 -1.8327 1.3543  0.387
19 H -0.9271 -1.5283 0.1405  0.278
20 H 0.5768 -2.3799 -0.3035  0.354
21 H 0.8618 -0.0946 -1.0865  0.366
22 H -3.0992 -1.3197 -0.3540  0.231

Summary:
- Orbital gap: 3.5 eV
- Maximum force: 1.6 eV Å⁻¹


# 4
Here is a cluster of 2 separate species, C2H4INO in total from the OMol25 dataset. Energies are from ωB97M-V/def2-TZVPD.

Last column: Mulliken charge in e.
Atoms and positions in Å:
1 C -1.3110 0.0734 -0.4928  0.675
2 C -0.1461 -0.3154 -0.1202  -0.669
3 N -2.4995 0.2780 -0.7244  -0.479
4 O 0.4400 0.0920 1.1162  -0.507
5 I 3.9533 -0.1142 -0.5985  -0.051
6 H 0.3230 -1.2430 -0.3197  0.375
7 H 2.9085 -0.6637 0.3107  0.044
8 H -2.7989 0.8105 -1.5268  0.287
9 H -0.0417 -0.4141 1.8035  0.325

Summary:
- Structure (SMILES): N=C=CO.I
- Orbital gap: 9.6 eV
- Maximum force: 3.2 eV Å⁻¹


# 5
Here is a cluster of 4 separate species, C13H27N2O14S3 in total from the OMol25 dataset. Energies are from ωB97M-V/def2-TZVPD.

Last column: Mulliken charge in e.
Atoms and positions in Å:
1 C 5.8585 -1.2381 1.2436  -0.830
2 C 5.2117 0.1068 1.4643  0.709
3 O 5.3452 0.7433 2.4623  -0.514
4 O 4.4221 0.5556 0.4136  -0.381
5 C 3.0343 0.4944 0.6753  -0.681
6 C 2.5173 -0.9021 1.0456  -0.286
7 C 2.3947 -1.7866 -0.1782  -0.215
8 N 1.5503 -2.9772 0.0087  -0.318
9 C 1.1544 -3.2664 1.3846  -0.742
10 C 0.6420 -2.0275 2.1301  -0.495
11 N 1.1021 -0.7309 1.5435  -0.092
12 H 5.8523 -1.8212 2.1603  0.323
13 H 6.8733 -1.0410 0.8902  0.333
14 H 5.3413 -1.7682 0.4449  0.215
15 H 2.7253 1.2368 1.4243  0.564
16 H 2.5299 0.7851 -0.2475  0.222
17 H 3.0705 -1.3703 1.8638  0.583
18 H 3.3733 -2.0491 -0.5853  0.374
19 H 1.9142 -1.1729 -0.9431  -0.280
20 H 1.9923 -3.7911 -0.3948  0.316
21 H 1.9783 -3.7030 1.9634  0.339
22 H 0.3316 -3.9799 1.3397  0.368
23 H 1.0049 -2.0446 3.1585  0.289
24 H -0.4448 -1.9897 2.2003  0.449
25 H 0.5514 -0.4518 0.7238  0.427
26 H 1.1012 -0.0032 2.2663  0.538
27 C -2.0194 -0.0356 6.1330  -0.337
28 C -2.6432 -0.1349 4.7576  -0.151
29 O -2.1823 1.0443 4.0756  -0.308
30 S -0.7253 1.4287 4.5938  0.948
31 O 0.2434 0.9143 3.6752  -0.545
32 O -0.7116 2.7885 4.9656  -0.542
33 O -0.7072 0.5048 5.8881  -0.317
34 H -2.5620 0.6600 6.7739  0.292
35 H -1.9425 -0.9992 6.6282  0.326
36 H -3.7283 -0.1551 4.7837  0.337
37 H -2.2766 -1.0097 4.2156  0.124
38 C 0.3085 1.7911 -4.7350  -0.397
39 C 1.1517 0.5684 -5.0281  -0.396
40 O 1.4107 0.0049 -3.7282  -0.301
41 S 0.1540 0.2801 -2.7828  1.130
42 O -0.6633 -0.8778 -2.7470  -0.625
43 O 0.6380 0.8645 -1.5693  -0.612
44 O -0.5557 1.3861 -3.6598  -0.134
45 H 0.9196 2.6264 -4.3889  0.291
46 H -0.2856 2.1060 -5.5883  0.322
47 H 2.0852 0.8087 -5.5282  0.324
48 H 0.6015 -0.1675 -5.6167  0.304
49 C -6.2257 2.2282 -4.1014  -0.365
50 C -5.8711 1.9758 -2.6515  -0.332
51 O -4.8077 1.0130 -2.7096  -0.324
52 S -3.9285 1.2620 -4.0236  1.239
53 O -2.7797 2.0240 -3.6827  -0.463
54 O -3.8119 0.0375 -4.7270  -0.594
55 O -4.9649 2.2153 -4.7849  -0.310
56 H -6.8458 1.4272 -4.5077  0.297
57 H -6.7231 3.1825 -4.2507  0.309
58 H -6.7045 1.5816 -2.0774  0.313
59 H -5.4905 2.8785 -2.1692  0.282

Summary:
- Orbital gap: 10.0 eV
- Net charge: +1
- Maximum force: 1.4 eV Å⁻¹


# 6
Here is a cluster of 15 separate species, C3H37NO15S in total from the OMol25 dataset. Energies are from ωB97M-V/def2-TZVPD.

Last column: Mulliken charge in e.
Atoms and positions in Å:
1 C -2.0243 1.1440 0.7400  0.066
2 C -2.0543 2.4436 1.4878  -0.534
3 S -3.1445 3.6689 0.6685  -0.285
4 N -1.5003 0.1266 1.7844  0.140
5 C -1.7448 -1.2070 1.2770  -1.347
6 O -1.1029 -1.6505 0.1199  0.216
7 H -1.3642 1.1412 -0.1979  -0.128
8 H -3.1800 0.8660 0.4274  0.291
9 H -2.5461 2.2354 2.4982  0.326
10 H -1.2171 3.1517 1.5748  0.266
11 H -3.0964 3.2046 -0.6229  0.110
12 H -0.5702 0.2925 2.0517  0.166
13 H -2.7596 -1.2783 0.9042  0.557
14 H -1.5417 -1.8955 2.0794  0.497
15 H -0.2041 -1.7540 0.0462  0.164
16 H 0.5654 -0.2628 -2.0998  0.428
17 H 1.1348 1.1325 -2.4896  0.285
18 O 1.3940 0.2648 -2.0903  -0.615
19 H 3.5386 -1.9928 -1.2335  0.332
20 H 3.7332 -3.3052 -0.4737  0.269
21 O 3.7333 -2.3364 -0.3479  -0.636
22 H -3.9805 -0.4929 -2.2940  0.300
23 H -2.7406 0.3847 -2.0699  0.360
24 O -3.6302 0.3083 -1.7419  -0.608
25 H -1.1927 -1.3450 -2.2101  0.395
26 H -1.0813 -0.1796 -1.2659  0.110
27 O -1.0845 -0.3162 -2.2836  -0.736
28 H 1.5525 1.5567 3.4249  0.366
29 H 1.7056 1.0555 2.0012  0.337
30 O 1.2418 0.8010 2.7619  -0.800
31 H -0.3977 0.7596 -4.9779  0.343
32 H -0.0173 1.7456 -3.7291  0.306
33 O -0.4327 1.6794 -4.6304  -0.685
34 H 1.8092 3.3891 -3.2352  0.201
35 H 0.3484 3.4156 -3.0642  0.284
36 O 1.1685 2.9385 -2.8351  -0.558
37 H -3.5239 -1.4364 3.2840  0.259
38 H -2.7057 -0.2966 4.0416  0.276
39 O -3.2620 -0.5424 3.3537  -0.550
40 H 4.5003 0.3909 -0.9256  0.274
41 H 3.1581 0.7002 -1.4668  0.287
42 O 3.6248 0.7508 -0.6826  -0.605
43 H 2.7286 1.7470 0.5881  0.345
44 H 2.2374 3.2183 0.5574  0.258
45 O 2.3349 2.4696 1.1386  -0.661
46 H 1.4117 -3.5963 0.0421  0.327
47 H 0.8970 -5.2016 -0.1541  0.263
48 O 0.6415 -4.2783 0.0820  -0.586
49 H 2.3237 -1.5228 0.8983  0.261
50 H 1.1336 -2.0594 1.9051  0.229
51 O 1.4447 -1.9167 0.9756  -0.499
52 H -2.2563 -4.0752 -1.0532  0.299
53 H -2.4068 -2.6991 -0.8758  0.204
54 O -2.3109 -3.2854 -1.5339  -0.643
55 H 3.7238 1.2125 2.6621  0.365
56 H 3.1104 0.1457 3.7500  0.341
57 O 3.8781 0.5856 3.4588  -0.625

Summary:
- Orbital gap: 8.3 eV
- Maximum force: 5.8 eV Å⁻¹


# 7
Here is a cluster of 2 separate species, C3H10N2O in total from the OMol25 dataset. Energies are from ωB97M-V/def2-TZVPD.

Last column: Mulliken charge in e.
Atoms and positions in Å:
1 C -1.3405 -2.0242 -0.4190  -1.193
2 C -0.8974 -0.6349 -0.0795  0.349
3 C -0.1533 -0.4348 1.0223  -0.209
4 N -0.1462 0.8041 1.6993  -0.617
5 N -1.4493 0.4286 -0.8157  -0.548
6 H -0.5441 -2.6985 -0.0887  0.320
7 H -2.2151 -2.2273 0.1906  0.264
8 H -1.5694 -2.2228 -1.4662  0.358
9 H 0.5478 -1.1923 1.3264  0.329
10 H -1.1000 1.0793 1.8748  0.210
11 H 0.3917 0.7961 2.5408  0.236
12 H -1.3073 1.2947 -0.3278  0.290
13 H -2.4143 0.3264 -1.0802  0.213
14 H 3.7418 1.4995 -1.5360  0.321
15 H 4.6349 2.7537 -1.2087  0.320
16 O 3.8206 2.4525 -1.6322  -0.642

Summary:
- Structure (SMILES): C/C(N)=C/N.O
- Orbital gap: 8.0 eV
- Maximum force: 0.8 eV Å⁻¹


# 8
Here is a cluster of 2 separate species, C3H10O in total from the OMol25 dataset. Energies are from ωB97M-V/def2-TZVPD.

Last column: Löwdin spin population.
Atoms and positions in Å:
1 C -1.4566 2.0213 -1.1289  0.005
2 C -1.3025 1.0486 0.0210  0.018
3 H -0.9982 1.6323 -2.0241  0.001
4 H -2.5145 2.2075 -1.3075  0.001
5 H -1.0260 2.9783 -0.8583  0.001
6 H -1.8140 1.3324 0.9430  0.004
7 H -1.7015 0.0538 -0.2158  0.004
8 H -0.2182 0.9779 0.2308  0.003
9 C 0.8684 -1.7996 0.2869  0.195
10 O 2.0159 -1.2563 0.7588  0.594
11 H 1.9198 -0.6171 1.5034  0.003
12 H 0.1182 -1.0537 -0.0871  0.078
13 H 0.2878 -2.2958 1.1162  0.091
14 H 1.1462 -2.6089 -0.3779  0.001

Summary:
- Orbital gap (alpha / beta): 11.4 / 4.9 eV
- Net charge: +1
- Maximum force: 1.4 eV Å⁻¹
- Spin multiplicity: 2